(1)
This record from the Open Molecules 2025 dataset describes a single C2H8N4OS molecule in a non-equilibrium geometry. The level of theory is the ωB97M-V functional and the def2-TZVPD basis.

Results
SMILES string: CN(N)/C(=N/O)NS
HOMO, eV: -8.2
Energy above the lowest of the compared OMol25 structures with the same formula, charge and spin, kcal/mol: 49.8
Gap between HOMO and LUMO, eV: 8.86
Energy, eV: -21041.54406
LUMO level, Eh: 0.0228

Last column: natural (NBO) charge in e.
Geometry (Å):
C  1.64  -1.39  0.20  -0.428
N  0.99  -0.12  -0.43  -0.269
N  1.83  0.97  -0.51  -0.678
C  -0.21  0.23  -0.04  0.505
N  -0.66  1.51  -0.08  -0.316
O  -2.03  1.58  0.36  -0.601
N  -1.15  -0.83  0.28  -0.844
S  -2.66  -0.79  -0.55  0.215
H  2.54  -1.55  -0.37  0.222
H  2.00  -0.97  1.28  0.205
H  0.86  -2.28  0.17  0.222
H  1.40  1.74  0.13  0.388
H  1.87  1.27  -1.64  0.372
H  -2.18  2.43  0.01  0.477
H  -0.92  -1.75  0.90  0.424
H  -3.31  -0.05  0.29  0.107

---

(2)
This record from the Open Molecules 2025 dataset describes a 13-piece molecular cluster, C54H111NO12 overall in a non-equilibrium geometry. The level of theory is the ωB97M-V functional and the def2-TZVPD basis.

Results
Multiplicity: 2
Total charge: -1
HOMO (alpha / beta), eV: 0.7 / -7.1
Gap between HOMO and LUMO (alpha / beta), eV: 1.32 / 9.07
<S²>: 0.75
Energy, eV: -83849.56484
LUMO level (alpha / beta), Eh: 0.0744 / 0.0724

Last column: Löwdin spin population.
Geometry (Å):
C  -2.10  -5.70  3.65  0.001
C  -0.77  -5.16  3.06  0.001
C  -1.16  -3.79  2.44  0.000
O  -2.51  -3.54  2.87  0.000
C  -3.17  -4.84  3.05  0.000
H  -2.03  -5.63  4.73  0.000
H  -2.34  -6.73  3.38  0.000
H  -0.41  -5.80  2.25  0.001
H  -0.07  -5.01  3.89  0.000
H  -1.09  -3.69  1.36  0.000
H  -0.61  -2.97  2.90  0.000
H  -3.60  -5.21  2.13  0.000
H  -4.02  -4.69  3.71  0.000
C  -3.56  4.48  -0.74  0.004
C  -3.98  5.67  -0.02  0.013
C  -4.38  5.17  1.39  0.004
O  -5.09  4.06  1.03  0.002
C  -4.42  3.40  -0.04  0.003
H  -2.50  4.27  -0.61  0.001
H  -3.72  4.52  -1.82  0.002
H  -4.85  6.07  -0.55  0.004
H  -3.25  6.48  -0.03  0.006
H  -5.02  5.87  1.93  0.001
H  -3.50  4.92  1.98  0.001
H  -5.20  2.92  -0.62  0.002
H  -3.82  2.61  0.41  0.000
C  4.21  -3.74  2.62  0.006
C  3.87  -5.05  1.93  0.008
C  2.75  -4.66  0.92  0.003
O  2.64  -3.25  0.97  0.001
C  3.09  -2.82  2.21  0.001
H  5.15  -3.31  2.26  0.004
H  4.33  -3.73  3.71  0.001
H  3.49  -5.77  2.65  0.001
H  4.77  -5.55  1.57  0.003
H  1.77  -5.06  1.15  0.000
H  2.88  -5.08  -0.08  0.002
H  2.32  -2.83  2.97  0.000
H  3.35  -1.76  2.25  0.001
C  0.35  4.72  1.31  0.003
C  0.30  4.63  2.78  0.005
C  0.85  6.00  3.23  0.012
O  1.92  6.04  2.31  0.006
C  1.72  5.40  1.08  0.012
H  -0.51  5.29  0.96  0.002
H  0.16  3.76  0.83  0.000
H  0.91  3.83  3.20  0.001
H  -0.68  4.53  3.26  0.002
H  1.18  6.06  4.27  0.003
H  0.12  6.80  3.10  0.003
H  2.50  4.65  0.93  0.006
H  1.77  6.05  0.20  0.004
C  1.07  1.47  -0.58  0.005
C  0.80  0.25  0.31  0.002
C  -0.11  -0.58  -0.63  0.002
O  -0.68  0.32  -1.54  0.002
C  -0.21  1.63  -1.41  0.003
H  1.89  1.20  -1.25  0.003
H  1.45  2.39  -0.14  0.002
H  0.33  0.51  1.26  0.000
H  1.74  -0.26  0.51  0.001
H  -0.89  -1.15  -0.13  0.000
H  0.53  -1.26  -1.19  0.001
H  -0.96  2.25  -0.93  0.000
H  0.01  1.99  -2.42  0.003
C  -3.25  1.61  3.53  0.002
C  -1.99  1.01  2.91  0.001
C  -2.33  -0.47  3.06  0.000
O  -3.06  -0.59  4.24  0.000
C  -3.57  0.66  4.65  0.002
H  -4.08  1.55  2.83  0.000
H  -3.02  2.62  3.87  0.001
H  -1.15  1.38  3.50  0.000
H  -1.85  1.25  1.86  0.000
H  -1.39  -1.02  3.03  0.000
H  -2.90  -0.83  2.20  0.000
H  -3.08  1.00  5.56  0.001
H  -4.63  0.61  4.87  0.000
C  -0.44  -4.23  -3.54  0.004
C  0.68  -4.67  -2.58  0.004
C  -0.06  -5.07  -1.33  0.001
O  -1.24  -5.71  -1.88  0.001
C  -1.51  -5.30  -3.21  0.003
H  -0.22  -4.37  -4.59  0.001
H  -0.85  -3.26  -3.24  0.001
H  1.38  -3.85  -2.40  0.001
H  1.26  -5.51  -2.96  0.002
H  -0.38  -4.18  -0.78  0.000
H  0.53  -5.66  -0.64  0.001
H  -2.54  -4.95  -3.34  0.001
H  -1.35  -6.10  -3.93  0.001
C  5.87  -1.78  -2.64  0.019
C  4.67  -2.04  -1.78  0.008
C  4.72  -0.93  -0.77  0.010
O  6.06  -0.40  -0.80  0.020
C  6.86  -1.27  -1.63  0.017
H  5.68  -1.12  -3.49  0.006
H  6.26  -2.71  -3.06  0.005
H  4.89  -2.99  -1.27  0.002
H  3.73  -2.13  -2.31  0.002
H  4.47  -1.29  0.23  0.001
H  4.04  -0.12  -1.03  0.005
H  7.32  -2.10  -1.10  0.003
H  7.68  -0.72  -2.09  0.004
C  -3.29  3.18  -5.80  0.049
C  -3.07  3.24  -4.30  0.019
C  -3.21  1.77  -3.89  0.006
O  -4.29  1.37  -4.68  0.004
C  -4.39  2.18  -5.89  0.015
H  -2.36  2.97  -6.33  0.033
H  -3.55  4.14  -6.24  0.016
H  -3.93  3.77  -3.89  0.004
H  -2.14  3.73  -4.00  0.006
H  -3.37  1.65  -2.82  0.001
H  -2.32  1.20  -4.13  0.003
H  -5.36  2.65  -6.06  0.002
H  -4.13  1.52  -6.72  0.006
C  -3.99  -2.54  -0.52  0.001
C  -4.90  -1.32  -0.66  0.001
C  -6.16  -1.80  -1.39  0.003
O  -6.09  -3.22  -1.41  0.001
C  -4.70  -3.62  -1.34  0.001
H  -3.84  -2.85  0.51  0.000
H  -3.03  -2.37  -1.02  0.000
H  -4.45  -0.52  -1.25  0.001
H  -5.11  -0.97  0.35  0.000
H  -6.25  -1.35  -2.37  0.001
H  -7.07  -1.48  -0.88  0.001
H  -4.26  -3.71  -2.33  0.001
H  -4.67  -4.61  -0.88  0.000
C  1.64  0.33  -4.42  0.019
C  2.84  0.13  -5.34  0.050
C  2.71  -1.36  -5.71  0.016
O  1.43  -1.75  -5.28  0.008
C  0.58  -0.64  -4.89  0.018
H  1.29  1.36  -4.56  0.011
H  1.93  0.10  -3.39  0.002
H  3.77  0.37  -4.82  0.016
H  2.77  0.91  -6.09  0.028
H  3.53  -1.94  -5.29  0.003
H  2.80  -1.46  -6.80  0.004
H  -0.14  -0.98  -4.15  0.002
H  -0.03  -0.36  -5.75  0.015
C  1.85  4.71  -4.30  0.073
C  1.00  5.94  -4.15  0.056
C  0.18  5.70  -2.95  0.028
O  0.76  4.62  -2.19  0.002
C  2.01  4.33  -2.78  0.027
H  2.77  4.88  -4.87  0.028
H  1.24  3.89  -4.67  0.020
H  0.44  6.19  -5.05  0.029
H  1.70  6.74  -3.92  0.009
H  -0.79  5.26  -3.19  0.006
H  0.07  6.62  -2.37  0.010
H  2.47  3.35  -2.66  0.011
H  2.75  4.97  -2.30  0.010
C  2.35  1.07  3.29  0.005
C  2.89  0.67  4.67  0.005
N  2.51  -0.68  5.15  0.000
C  3.24  -1.09  6.36  0.001
C  4.70  -1.27  6.00  0.005
C  1.06  -0.74  5.33  0.001
C  0.50  -2.17  5.53  0.001
H  2.57  0.39  2.46  0.001
H  2.73  2.02  2.90  0.003
H  1.28  1.28  3.31  0.000
H  3.98  0.67  4.57  0.002
H  2.61  1.39  5.43  0.002
H  3.09  -0.29  7.09  0.000
H  2.83  -2.01  6.77  0.000
H  4.77  -1.89  5.11  0.001
H  5.20  -0.33  5.76  0.001
H  5.36  -1.85  6.64  0.001
H  0.56  -0.24  4.50  0.000
H  0.74  -0.06  6.13  0.001
H  0.83  -2.62  6.46  0.000
H  0.95  -2.85  4.81  0.000
H  -0.59  -2.25  5.45  0.000

---

(3)
This record from the Open Molecules 2025 dataset describes an isolated ion of composition C24H34N3O3S and charge +1 in a non-equilibrium geometry. The level of theory is the ωB97M-V functional and the def2-TZVPD basis.

Results
Total charge: +1
SMILES string: CC[NH+](CC)CCC[C@@H](C)NC(=O)c1cccc(S(=O)(=O)N2CCc3ccccc32)c1
HOMO, eV: -10.4
Energy above the lowest of the compared OMol25 structures with the same formula, charge and spin, kcal/mol: 0.0
Gap between HOMO and LUMO, eV: 8.00
Energy, eV: -46883.36020
LUMO level, Eh: -0.0889

Last column: natural (NBO) charge in e.
Geometry (Å):
C  1.08  2.89  -0.02  -0.660
C  2.22  2.47  0.89  -0.217
N  3.26  1.68  0.18  -0.421
C  3.96  2.48  -0.85  -0.219
C  4.57  1.61  -1.94  -0.634
C  4.22  1.06  1.13  -0.226
C  3.67  -0.17  1.86  -0.419
C  4.25  -1.50  1.36  -0.401
C  3.74  -1.96  -0.01  -0.060
C  4.41  -3.26  -0.44  -0.611
N  2.30  -2.15  0.03  -0.579
C  1.42  -1.25  -0.40  0.704
O  1.77  -0.19  -0.94  -0.703
C  -0.01  -1.51  -0.12  -0.172
C  -0.63  -2.76  -0.19  -0.165
C  -1.96  -2.89  0.17  -0.198
C  -2.68  -1.80  0.64  -0.154
C  -2.06  -0.57  0.70  -0.346
S  -2.88  0.91  1.34  2.346
O  -1.92  1.98  1.23  -0.956
O  -3.41  0.61  2.63  -0.912
N  -4.10  1.23  0.29  -0.662
C  -3.72  1.70  -1.04  -0.209
C  -4.74  1.11  -2.03  -0.449
C  -5.63  0.29  -1.15  0.021
C  -6.73  -0.48  -1.48  -0.212
C  -7.41  -1.15  -0.46  -0.214
C  -6.99  -1.03  0.85  -0.194
C  -5.89  -0.26  1.19  -0.244
C  -5.22  0.39  0.18  0.108
C  -0.75  -0.41  0.32  -0.108
H  0.17  3.01  0.55  0.270
H  0.90  2.13  -0.78  0.232
H  1.28  3.84  -0.53  0.221
H  2.70  3.35  1.34  0.220
H  1.83  1.85  1.70  0.222
H  2.74  0.90  -0.33  0.498
H  4.72  3.10  -0.37  0.217
H  3.22  3.14  -1.32  0.230
H  4.98  2.24  -2.72  0.247
H  3.81  0.97  -2.38  0.231
H  5.38  0.99  -1.56  0.210
H  4.51  1.83  1.85  0.227
H  5.11  0.78  0.57  0.220
H  2.58  -0.21  1.79  0.211
H  3.91  -0.09  2.92  0.240
H  5.34  -1.44  1.32  0.217
H  4.00  -2.28  2.09  0.219
H  3.92  -1.19  -0.77  0.214
H  5.48  -3.11  -0.54  0.229
H  4.02  -3.59  -1.40  0.227
H  4.24  -4.04  0.29  0.211
H  1.96  -2.99  0.48  0.413
H  -0.08  -3.62  -0.55  0.221
H  -2.44  -3.85  0.10  0.235
H  -3.71  -1.90  0.94  0.251
H  -2.69  1.38  -1.26  0.202
H  -3.74  2.80  -1.04  0.220
H  -5.30  1.89  -2.54  0.231
H  -4.25  0.49  -2.80  0.225
H  -7.06  -0.57  -2.50  0.221
H  -8.27  -1.75  -0.70  0.222
H  -7.53  -1.55  1.63  0.223
H  -5.56  -0.16  2.22  0.249
H  -0.31  0.56  0.38  0.238